(1)
{"formula": "C45H60BF4N4O2PTeZr", "method": "ωB97M-V with the def2-TZVPD basis set", "gap_ev": [5.12, 1.51], "e_homo_ev": [-8.7, -8.6], "multiplicity": 2, "charge": 1, "lumo_energy_ev": [-3.5, -7.1], "species": ["Zr", "F", "B", "F", "F", "F", "O", "P", "C", "C", "C", "C", "C", "C", "C", "C", "C", "C", "C", "C", "C", "C", "C", "C", "C", "C", "H", "H", "H", "H", "H", "H", "H", "H", "H", "H", "H", "H", "H", "H", "H", "H", "H", "H", "H", "H", "H", "H", "H", "H", "H", "H", "H", "H", "H", "H", "H", "H", "H", "N", "C", "N", "C", "N", "C", "C", "C", "C", "C", "C", "Te", "N", "C", "O", "C", "C", "C", "C", "C", "C", "C", "C", "C", "C", "C", "C", "C", "C", "C", "C", "C", "C", "H", "H", "H", "H", "H", "H", "H", "H", "H", "H", "H", "H", "H", "H", "H", "H", "H", "H", "H", "H", "H", "H", "H", "H", "H", "H", "H"], "positions_angstrom": [[0.849, 0.547, 0.565], [1.085, 2.312, -0.275], [3.059, 4.903, -2.326], [2.624, 5.909, -1.624], [4.128, 4.282, -1.841], [2.476, 4.316, -3.377], [2.442, -0.158, 1.774], [3.606, -0.665, 2.769], [2.853, -0.714, 4.448], [3.694, -0.856, 5.725], [2.839, -1.311, 6.941], [1.358, -1.258, 6.696], [1.110, 0.107, 6.046], [1.867, 0.393, 4.677], [5.061, 0.393, 2.578], [6.429, 0.028, 3.175], [6.887, 0.626, 4.501], [6.529, 2.093, 4.670], [5.110, 2.490, 4.157], [4.821, 1.939, 2.769], [4.061, -2.459, 2.346], [4.372, -3.577, 3.445], [3.131, -4.340, 3.941], [2.455, -4.996, 2.705], [1.982, -3.879, 1.767], [3.154, -2.958, 1.254], [2.302, -1.639, 4.410], [4.273, 0.085, 5.932], [4.432, -1.631, 5.532], [3.178, -0.635, 7.748], [3.116, -2.357, 7.283], [0.862, -1.279, 7.670], [1.011, -2.107, 6.080], [1.457, 0.853, 6.778], [0.049, 0.373, 5.887], [2.328, 1.367, 4.721], [1.212, 0.352, 3.798], [5.245, 0.325, 1.478], [7.144, 0.311, 2.414], [6.505, -1.080, 3.162], [7.962, 0.411, 4.547], [6.504, 0.114, 5.396], [7.333, 2.706, 4.095], [6.589, 2.508, 5.705], [5.050, 3.567, 4.200], [4.421, 1.989, 4.861], [5.499, 2.467, 2.096], [3.799, 2.179, 2.487], [5.035, -2.212, 1.885], [4.923, -3.126, 4.277], [5.124, -4.324, 3.003], [2.434, -3.739, 4.552], [3.404, -5.115, 4.680], [1.611, -5.690, 2.959], [3.295, -5.633, 2.291], [1.247, -3.265, 2.291], [1.546, -4.308, 0.864], [2.796, -2.164, 0.580], [3.779, -3.585, 0.613], [-0.742, 0.865, 2.200], [-1.934, 0.888, 2.157], [-3.195, 0.847, 2.343], [-4.097, 0.853, 1.337], [-5.026, 0.813, 0.602], [-10.704, 0.354, -4.335], [-9.247, 0.478, -3.839], [-8.606, -0.334, -2.901], [-7.308, -0.195, -2.471], [-6.671, -1.212, -1.508], [-6.545, 0.869, -2.974], [-4.486, 1.070, -2.250], [-0.364, -0.451, -0.637], [0.686, -0.912, -1.253], [1.908, -0.565, -0.935], [0.410, -1.817, -2.422], [-0.820, -1.828, -3.107], [-0.981, -2.709, -4.179], [0.094, -3.486, -4.710], [1.228, -3.540, -3.959], [1.421, -2.638, -2.888], [-3.054, 1.909, -3.744], [-2.019, 2.751, -3.305], [-2.073, 3.541, -2.034], [-1.000, 3.032, -4.248], [-0.964, 2.522, -5.554], [0.193, 2.864, -6.442], [-1.949, 1.647, -5.935], [-3.045, 1.367, -5.074], [-4.139, 0.436, -5.501], [-7.112, 1.673, -4.003], [-6.411, 2.912, -4.559], [-8.419, 1.441, -4.381], [-10.952, -0.691, -4.590], [-10.926, 1.009, -5.218], [-11.315, 0.623, -3.505], [-9.161, -1.114, -2.412], [-7.444, -1.895, -1.146], [-6.220, -0.785, -0.617], [-5.826, -1.774, -1.960], [-1.627, -1.113, -2.888], [-1.953, -2.822, -4.639], [-0.099, -3.965, -5.647], [2.013, -4.215, -4.320], [2.399, -2.557, -2.337], [-2.556, 2.985, -1.220], [-2.524, 4.483, -2.262], [-1.023, 3.617, -1.745], [-0.139, 3.644, -3.905], [1.157, 2.828, -5.881], [0.231, 3.932, -6.790], [0.170, 2.161, -7.286], [-1.859, 1.076, -6.859], [-4.047, 0.148, -6.587], [-5.122, 0.838, -5.192], [-4.068, -0.498, -4.888], [-5.468, 3.239, -4.086], [-7.138, 3.720, -4.596], [-6.037, 2.735, -5.554], [-8.941, 2.065, -5.143]], "lowdin_charge": [1.91, -0.45, -0.81, 0.30, 0.24, 0.24, -0.53, 1.01, -0.38, -0.17, -0.19, -0.21, -0.15, -0.18, -0.34, -0.18, -0.20, -0.20, -0.19, -0.17, -0.31, -0.15, -0.20, -0.19, -0.17, -0.21, 0.09, 0.11, 0.08, 0.12, 0.13, 0.12, 0.11, 0.12, 0.11, 0.10, 0.06, 0.14, 0.12, 0.11, 0.12, 0.10, 0.14, 0.12, 0.11, 0.09, 0.13, 0.10, 0.11, 0.09, 0.15, 0.10, 0.12, 0.13, 0.13, 0.11, 0.11, 0.07, 0.12, -0.03, -0.33, 0.11, -0.32, 0.05, -0.03, -0.24, -0.03, -0.31, -0.10, -0.38, 1.40, 0.09, -0.53, -0.14, -0.15, 0.00, -0.03, -0.04, -0.06, -0.01, -0.39, -0.33, -0.07, -0.01, -0.29, -0.06, -0.02, -0.30, -0.09, -0.30, -0.07, -0.04, 0.08, 0.09, 0.06, 0.11, 0.07, 0.01, 0.07, 0.11, 0.11, 0.11, 0.12, 0.14, 0.03, 0.09, 0.06, 0.11, 0.08, 0.10, 0.08, 0.11, 0.10, 0.04, 0.07, 0.06, 0.08, 0.07, 0.13]}

---

(2)
{"formula": "C45H60F21N2O18", "method": "ωB97M-V with the def2-TZVPD basis set", "gap_ev": 6.34, "e_homo_ev": -4.9, "charge": -1, "lumo_energy_ev": 1.4, "species": ["C", "C", "C", "N", "C", "C", "N", "C", "C", "C", "C", "O", "C", "O", "O", "O", "C", "C", "C", "C", "C", "C", "C", "H", "H", "H", "H", "H", "H", "H", "H", "H", "H", "H", "H", "H", "H", "H", "H", "H", "H", "H", "H", "H", "H", "H", "H", "H", "C", "C", "O", "C", "O", "C", "F", "F", "F", "H", "H", "H", "H", "H", "C", "C", "O", "C", "O", "C", "F", "F", "F", "H", "H", "H", "H", "H", "C", "C", "O", "C", "O", "C", "F", "F", "F", "H", "H", "H", "H", "H", "C", "C", "O", "C", "O", "C", "F", "F", "F", "H", "H", "H", "H", "H", "C", "C", "O", "C", "O", "C", "F", "F", "F", "H", "H", "H", "H", "H", "C", "C", "O", "C", "O", "C", "F", "F", "F", "H", "H", "H", "H", "H", "C", "C", "O", "C", "O", "C", "F", "F", "F", "H", "H", "H", "H", "H"], "positions_angstrom": [[-1.768, 0.366, 3.628], [-1.450, -0.123, 2.096], [-2.202, 0.809, 0.930], [-3.134, -0.112, 0.177], [-2.336, -0.822, -0.893], [-2.137, 0.032, -2.287], [-1.381, 1.170, -2.436], [-4.361, 0.587, -0.359], [-5.374, 1.164, 0.841], [-6.942, 1.270, 0.360], [-7.728, 2.193, 1.508], [-8.608, 1.350, 2.342], [-5.290, -0.546, -1.166], [-5.619, -0.325, -2.462], [-5.798, -1.769, -0.462], [-0.024, -0.172, 1.737], [0.700, 1.041, 2.148], [1.929, 1.476, 1.128], [3.467, 0.984, 1.425], [4.698, 1.461, 0.428], [4.359, 2.459, -0.869], [2.802, 2.915, -1.160], [1.541, 2.446, -0.174], [-0.953, -0.061, 4.387], [-1.719, 1.541, 3.712], [-2.849, 0.062, 4.018], [-1.907, -1.221, 1.996], [-1.376, 1.264, 0.209], [-2.714, 1.717, 1.462], [-2.801, -1.878, -1.191], [-1.234, -1.078, -0.514], [-2.725, -0.380, -3.236], [-1.499, 1.418, -3.463], [-4.144, 1.517, -1.046], [-5.009, 2.284, 1.027], [-5.207, 0.566, 1.839], [-7.004, 1.842, -0.681], [-7.514, 0.247, 0.335], [-6.895, 2.631, 2.241], [-8.265, 3.117, 1.022], [-9.249, 0.883, 1.724], [1.217, 0.788, 3.186], [-0.002, 2.005, 2.218], [3.645, 0.287, 2.366], [5.774, 1.077, 0.692], [5.295, 2.789, -1.518], [2.613, 3.627, -2.076], [0.427, 2.809, -0.394], [-4.410, -4.589, -0.353], [-4.824, -6.027, -0.608], [-3.730, -6.772, -1.164], [-2.822, -7.272, -0.266], [-2.900, -7.111, 0.948], [-1.744, -8.082, -0.988], [-1.287, -7.466, -2.116], [-2.201, -9.305, -1.382], [-0.646, -8.316, -0.215], [-4.014, -4.135, -1.267], [-5.262, -3.997, -0.005], [-3.618, -4.534, 0.400], [-5.632, -6.050, -1.346], [-5.204, -6.504, 0.302], [1.362, -1.731, 9.632], [1.396, -0.258, 9.264], [2.128, -0.063, 8.045], [1.429, -0.259, 6.882], [0.247, -0.587, 6.841], [2.312, 0.031, 5.668], [3.563, -0.504, 5.786], [2.489, 1.368, 5.471], [1.800, -0.461, 4.505], [2.377, -2.138, 9.681], [0.875, -1.877, 10.600], [0.821, -2.312, 8.879], [1.921, 0.302, 10.044], [0.387, 0.162, 9.189], [0.515, -5.641, 1.917], [1.409, -5.727, 0.692], [1.505, -4.446, 0.051], [2.430, -3.578, 0.571], [3.150, -3.839, 1.530], [2.461, -2.279, -0.235], [1.213, -1.814, -0.534], [3.104, -2.432, -1.427], [3.096, -1.263, 0.413], [-0.464, -5.229, 1.651], [0.375, -6.629, 2.364], [0.946, -4.976, 2.673], [0.967, -6.415, -0.035], [2.401, -6.117, 0.944], [-1.157, 6.468, 9.659], [-1.552, 5.061, 9.245], [-0.583, 4.111, 9.714], [-0.730, 3.690, 11.011], [-1.620, 4.080, 11.761], [0.332, 2.647, 11.360], [1.575, 2.990, 10.914], [0.055, 1.430, 10.812], [0.457, 2.441, 12.701], [-0.142, 6.699, 9.319], [-1.848, 7.203, 9.236], [-1.160, 6.574, 10.748], [-1.563, 4.991, 8.153], [-2.557, 4.805, 9.595], [2.015, 0.913, -4.806], [2.909, 0.827, -6.030], [3.005, 2.107, -6.672], [3.930, 2.976, -6.151], [4.650, 2.714, -5.193], [3.961, 4.274, -6.958], [2.713, 4.740, -7.257], [4.604, 4.122, -8.150], [4.596, 5.290, -6.309], [1.036, 1.324, -5.072], [1.875, -0.076, -4.359], [2.446, 1.577, -4.050], [2.467, 0.139, -6.758], [3.901, 0.437, -5.779], [-5.010, -2.686, -5.175], [-5.424, -4.125, -5.430], [-4.330, -4.870, -5.986], [-3.422, -5.369, -5.088], [-3.500, -5.209, -3.874], [-2.344, -6.180, -5.810], [-1.887, -5.563, -6.938], [-2.801, -7.402, -6.204], [-1.246, -6.414, -5.037], [-4.614, -2.232, -6.089], [-5.862, -2.095, -4.827], [-4.218, -2.632, -4.422], [-6.232, -4.148, -6.168], [-5.804, -4.602, -4.520], [7.574, 4.789, -7.512], [7.984, 6.239, -7.698], [9.251, 6.319, -8.367], [9.217, 6.232, -9.736], [8.187, 6.090, -10.387], [10.623, 6.383, -10.318], [11.558, 5.663, -9.632], [11.051, 7.677, -10.295], [10.710, 5.975, -11.615], [8.359, 4.230, -6.993], [6.648, 4.720, -6.932], [7.416, 4.297, -8.477], [8.111, 6.712, -6.719], [7.218, 6.809, -8.234]], "lowdin_charge": [-0.08, -0.30, -0.13, -0.16, -0.15, -0.15, 0.03, -0.23, -0.16, -0.16, -0.26, -0.16, -0.40, -0.18, -0.27, -0.21, -0.19, -0.09, -0.04, -0.07, -0.08, -0.08, 0.00, 0.08, 0.08, 0.10, 0.16, 0.11, 0.12, 0.13, 0.12, 0.12, 0.03, 0.14, 0.10, 0.13, 0.13, 0.12, 0.12, 0.11, 0.10, 0.10, 0.14, 0.10, 0.07, 0.08, 0.07, 0.09, -0.06, -0.21, 0.00, -0.33, 0.13, -0.47, 0.14, 0.14, 0.13, 0.07, 0.06, 0.08, 0.12, 0.12, -0.05, -0.22, 0.02, -0.32, 0.14, -0.46, 0.14, 0.14, 0.11, 0.08, 0.08, 0.08, 0.12, 0.11, -0.06, -0.21, 0.02, -0.32, 0.13, -0.46, 0.14, 0.14, 0.11, 0.08, 0.08, 0.08, 0.11, 0.12, -0.06, -0.21, 0.01, -0.32, 0.15, -0.46, 0.14, 0.12, 0.14, 0.08, 0.08, 0.08, 0.13, 0.13, -0.05, -0.21, 0.01, -0.32, 0.14, -0.47, 0.14, 0.14, 0.13, 0.08, 0.09, 0.06, 0.13, 0.13, -0.06, -0.21, 0.00, -0.32, 0.15, -0.47, 0.13, 0.14, 0.14, 0.08, 0.08, 0.07, 0.12, 0.13, -0.06, -0.20, 0.01, -0.33, 0.14, -0.47, 0.14, 0.14, 0.14, 0.09, 0.05, 0.08, 0.13, 0.13]}

---

(3)
{"formula": "C45H61BN7O4Sc", "method": "ωB97M-V with the def2-TZVPD basis set", "gap_ev": 6.33, "e_homo_ev": -7.8, "e_above_lowest_kcal_mol": 143.3, "charge": 0, "lumo_energy_ev": -1.4, "species": ["Sc", "C", "C", "C", "C", "C", "C", "C", "C", "C", "C", "C", "C", "N", "C", "C", "C", "C", "C", "C", "C", "N", "C", "C", "C", "C", "C", "C", "C", "C", "C", "C", "C", "C", "H", "H", "H", "H", "H", "H", "H", "H", "H", "H", "H", "H", "H", "H", "H", "H", "H", "H", "H", "H", "H", "H", "H", "H", "H", "H", "H", "H", "H", "H", "H", "H", "H", "H", "H", "H", "H", "H", "H", "C", "C", "C", "C", "C", "C", "O", "N", "C", "O", "N", "C", "O", "H", "H", "H", "H", "H", "H", "H", "H", "H", "H", "H", "N", "C", "N", "C", "C", "O", "C", "C", "H", "H", "H", "H", "H", "H", "H", "H", "B", "C", "N", "H", "H", "H"], "positions_angstrom": [[1.288, -0.162, 0.381], [1.136, 5.950, 0.450], [0.874, 4.869, -0.603], [0.426, 5.531, -1.911], [2.090, 3.988, -0.848], [3.148, 4.545, -1.564], [4.233, 3.787, -1.943], [4.304, 2.448, -1.604], [3.297, 1.856, -0.858], [4.124, -0.561, -1.102], [4.648, -0.832, 1.377], [4.590, -0.394, -2.527], [2.191, 2.638, -0.477], [1.135, 2.000, 0.253], [0.715, 2.636, 1.312], [-0.518, 2.496, 2.019], [-0.521, 2.989, 3.350], [-1.642, 3.012, 4.125], [-2.853, 2.570, 3.554], [-2.914, 2.138, 2.263], [-1.752, 2.090, 1.428], [-1.888, 1.801, 0.143], [-2.844, 1.389, -0.610], [-3.272, 2.302, -1.672], [-4.500, 2.146, -2.210], [-5.385, 1.089, -1.813], [-4.956, 0.145, -0.965], [-3.595, 0.117, -0.436], [-1.714, -1.535, 0.429], [-1.667, -2.486, 1.639], [-1.366, -2.333, -0.860], [-2.451, 3.545, -1.933], [-2.968, 4.669, -1.028], [-2.455, 3.963, -3.400], [0.250, 6.574, 0.585], [1.959, 6.595, 0.136], [1.405, 5.530, 1.420], [0.043, 4.248, -0.255], [1.160, 6.259, -2.258], [-0.511, 6.066, -1.768], [0.291, 4.792, -2.702], [3.107, 5.590, -1.842], [5.048, 4.238, -2.494], [5.185, 1.887, -1.852], [3.598, -1.502, -0.968], [5.642, -1.131, 1.701], [4.059, -1.736, 1.247], [4.219, -0.229, 2.179], [5.601, 0.006, -2.570], [3.931, 0.259, -3.101], [4.580, -1.372, -3.007], [1.398, 3.384, 1.720], [0.422, 3.343, 3.752], [-1.613, 3.378, 5.141], [-3.761, 2.591, 4.145], [-3.858, 1.839, 1.825], [-4.870, 2.891, -2.903], [-6.397, 1.067, -2.194], [-5.622, -0.643, -0.663], [-0.823, -0.161, 1.570], [-2.199, -3.421, 1.494], [-2.034, -1.996, 2.543], [-0.619, -2.729, 1.808], [-1.787, -1.873, -1.755], [-1.720, -3.361, -0.808], [-0.284, -2.363, -0.979], [-1.425, 3.315, -1.639], [-3.995, 4.928, -1.296], [-2.361, 5.569, -1.120], [-2.963, 4.363, 0.021], [-3.461, 4.180, -3.762], [-2.030, 3.184, -4.035], [-1.867, 4.871, -3.534], [4.966, -4.318, 0.153], [3.813, -5.300, 0.022], [2.456, -4.781, 0.543], [1.393, -5.873, 0.291], [0.042, -5.589, 0.929], [2.562, -4.571, 2.044], [2.931, -5.430, 2.804], [2.180, -3.326, 2.538], [1.865, -2.265, 1.745], [1.652, -1.132, 2.265], [1.772, -2.358, 0.419], [2.054, -3.530, -0.247], [1.968, -3.582, -1.456], [5.891, -4.770, -0.204], [5.132, -4.023, 1.192], [4.799, -3.413, -0.433], [4.032, -6.215, 0.573], [3.660, -5.568, -1.025], [1.802, -6.815, 0.658], [1.290, -5.954, -0.792], [0.096, -5.594, 2.020], [-0.687, -6.343, 0.632], [-0.346, -4.618, 0.613], [2.290, -3.161, 3.529], [-0.708, -0.526, 0.618], [-3.166, -1.066, 0.129], [-4.131, -2.113, 0.157], [-4.479, -2.881, -1.030], [-5.958, -3.246, -1.034], [-6.351, -3.847, 0.186], [-6.088, -2.980, 1.276], [-4.595, -2.726, 1.390], [-3.895, -3.812, -1.067], [-4.240, -2.302, -1.923], [-6.158, -3.970, -1.823], [-6.579, -2.360, -1.219], [-6.462, -3.477, 2.170], [-6.628, -2.033, 1.142], [-4.119, -3.695, 1.584], [-4.388, -2.065, 2.232], [6.129, 0.916, 0.108], [4.784, -0.025, 0.105], [3.343, 0.510, -0.363], [5.878, 2.022, 0.557], [6.646, 1.025, -0.992], [6.912, 0.343, 0.842]], "lowdin_charge": [1.21, -0.05, -0.37, -0.07, -0.13, -0.04, -0.04, -0.04, -0.18, -0.26, -0.05, -0.03, -0.14, -0.01, -0.09, -0.14, -0.04, -0.09, -0.07, -0.01, -0.23, 0.16, -0.13, -0.12, -0.01, -0.06, -0.03, -0.04, -0.52, -0.02, 0.00, -0.38, -0.04, -0.06, 0.08, 0.08, 0.07, 0.10, 0.08, 0.06, 0.08, 0.11, 0.11, 0.06, 0.09, 0.07, 0.04, 0.09, 0.07, 0.09, 0.08, 0.14, 0.12, 0.10, 0.11, 0.12, 0.11, 0.11, 0.08, 0.05, 0.06, 0.10, 0.06, 0.09, 0.08, 0.05, 0.11, 0.09, 0.06, 0.08, 0.07, 0.09, 0.07, -0.06, -0.17, -0.30, -0.16, -0.06, -0.39, 0.13, 0.25, -0.58, -0.05, 0.09, -0.44, 0.10, 0.08, 0.08, 0.07, 0.12, 0.13, 0.13, 0.12, 0.09, 0.08, 0.04, 0.18, -0.08, -0.06, -0.12, -0.14, -0.19, -0.12, -0.18, -0.15, 0.12, 0.13, 0.13, 0.12, 0.13, 0.13, 0.12, 0.13, -0.35, -0.33, -0.03, 0.03, 0.01, 0.02]}